# 1
Density functional theory data (the ωB97M-V functional and the def2-TZVPD basis) for one molecule with the formula C6H12O.

Output
- energy above the lowest of the compared OMol25 structures with the same formula, charge and spin (kJ/mol) = 104.1
- multiplicity = 1
- SMILES = CC[C@@]1(C)C[C@H]1O
- orbital gap (Eh) = 0.3761

Structure (XYZ):
```
19
Properties=species:S:1:pos:R:3:nbo_charge:R:1
C 2.041 0.271 -0.488 -0.605
C 1.053 -0.169 0.590 -0.393
C -0.381 -0.312 0.111 -0.079
C -0.589 -1.233 -1.075 -0.603
C -1.454 -0.252 1.173 -0.432
C -1.309 0.881 0.216 0.079
O -0.862 2.095 0.746 -0.703
H 1.781 1.261 -0.883 0.194
H 2.063 -0.428 -1.331 0.203
H 3.055 0.328 -0.078 0.213
H 1.081 0.543 1.422 0.219
H 1.365 -1.140 0.998 0.200
H -0.241 -0.778 -2.008 0.208
H -0.043 -2.173 -0.942 0.210
H -1.645 -1.484 -1.213 0.211
H -1.123 -0.056 2.190 0.225
H -2.329 -0.891 1.092 0.214
H -2.069 0.973 -0.563 0.170
H -0.394 2.564 0.044 0.469
```

---

# 2
Density functional theory data (the ωB97M-V functional and the def2-TZVPD basis) for C46H57Br2F4N4PS3Si2Ti as an isolated structure at a distorted geometry.

Output
- energy above the lowest of the compared OMol25 structures with the same formula, charge and spin (kJ/mol) = 0.0
- multiplicity = 1
- orbital gap (alpha / beta) (Eh) = 0.2067 / 0.2104

Structure (XYZ):
```
120
Properties=species:S:1:pos:R:3:mulliken_charge:R:1
Ti -1.321 1.011 -2.392 -0.277
C -5.375 -2.244 -2.487 -0.505
S -4.947 -1.722 -4.169 -0.162
C -3.454 -0.837 -3.769 0.115
S -3.527 0.884 -3.585 -0.287
N -2.392 -1.545 -3.604 -1.039
N -1.301 -0.744 -3.316 1.059
C -0.136 -1.253 -3.740 -1.149
C 0.865 -0.318 -3.946 0.952
C 2.099 -0.623 -4.582 -1.101
C 2.902 0.380 -5.017 -0.779
C 2.499 1.722 -4.789 -0.752
C 1.360 1.954 -4.084 -0.317
N 0.525 0.984 -3.613 1.120
H -6.269 -2.863 -2.556 0.395
H -4.557 -2.822 -2.063 0.162
H -5.582 -1.372 -1.869 0.030
H -0.080 -2.281 -4.070 0.352
H 2.350 -1.663 -4.748 0.489
H 3.826 0.163 -5.538 0.413
H 3.094 2.558 -5.127 0.495
H 1.116 2.973 -3.824 0.150
F 0.726 8.081 -3.215 -0.297
C 0.532 6.892 -2.653 0.475
C 1.036 6.625 -1.401 0.418
F 1.723 7.559 -0.747 -0.290
C 0.824 5.380 -0.830 0.011
F 1.337 5.218 0.393 -0.403
C 0.130 4.357 -1.465 0.013
P 0.162 2.615 -0.783 1.738
C 1.939 2.390 -0.341 0.718
C 2.467 2.845 0.869 -0.430
C 3.813 2.684 1.158 -0.955
C 4.654 2.055 0.250 -0.663
C 4.136 1.569 -0.940 -0.789
C 2.788 1.731 -1.229 -0.148
C -0.560 2.746 0.890 0.609
C -0.434 1.605 1.686 0.039
C -0.962 1.586 2.966 -0.663
C -1.637 2.696 3.458 -0.797
C -1.777 3.826 2.666 -1.196
C -1.237 3.851 1.386 -0.277
C -0.397 4.676 -2.722 -0.430
Br -1.504 3.522 -3.744 0.071
C -0.198 5.916 -3.305 0.261
F -0.713 6.213 -4.498 -0.313
H 1.830 3.327 1.596 0.332
H 4.203 3.049 2.100 0.443
H 5.705 1.929 0.479 0.416
H 4.771 1.047 -1.645 0.557
H 2.399 1.306 -2.140 0.109
H 0.079 0.730 1.300 -0.167
H -0.851 0.698 3.577 0.698
H -2.054 2.681 4.458 0.423
H -2.308 4.692 3.040 0.360
H -1.356 4.739 0.777 0.458
C -5.680 -1.294 1.090 -1.105
Si -4.687 0.010 1.976 0.356
C -3.299 -0.810 2.906 -0.265
C -5.810 0.858 3.210 -1.311
C -4.107 1.333 0.764 0.395
C -4.716 2.576 0.793 0.109
C -4.347 3.588 -0.095 -1.686
C -3.351 3.318 -0.996 -0.507
N -2.732 2.130 -1.061 0.800
C -3.105 1.145 -0.214 -0.139
S -2.224 -0.317 -0.490 0.063
H -6.272 -1.852 1.822 0.388
H -5.030 -2.002 0.568 0.199
H -6.366 -0.857 0.362 0.338
H -3.686 -1.695 3.420 0.629
H -2.862 -0.145 3.655 0.361
H -2.509 -1.129 2.222 -0.506
H -6.050 0.153 4.011 0.375
H -6.755 1.163 2.750 0.350
H -5.351 1.739 3.668 0.335
H -5.488 2.780 1.526 0.435
H -4.817 4.562 -0.076 0.472
H -3.033 4.075 -1.698 0.384
C 1.877 -4.975 -0.969 -1.967
C 2.917 -4.140 -0.208 2.809
C 3.794 -5.093 0.625 -1.734
C 3.799 -3.483 -1.286 -1.865
Si 2.050 -2.851 0.916 -2.295
Br 1.304 -1.282 -0.551 0.287
C 0.469 -3.510 1.768 2.952
C -0.675 -3.749 0.768 -2.035
C 0.761 -4.831 2.505 -1.864
C -0.067 -2.499 2.792 -1.689
C 3.236 -1.911 2.090 3.021
C 4.566 -1.594 1.386 -2.001
C 2.658 -0.554 2.522 -1.596
C 3.542 -2.750 3.345 -1.833
H 2.401 -5.630 -1.674 0.626
H 1.196 -4.344 -1.546 0.224
H 1.284 -5.613 -0.314 0.341
H 4.222 -5.855 -0.036 0.525
H 3.229 -5.613 1.402 0.279
H 4.627 -4.577 1.103 0.308
H 4.312 -4.278 -1.841 0.568
H 4.560 -2.820 -0.883 0.324
H 3.200 -2.911 -1.996 0.262
H -0.451 -4.526 0.039 0.277
H -0.939 -2.843 0.226 0.267
H -1.563 -4.070 1.327 0.550
H 1.036 -5.635 1.822 0.349
H -0.144 -5.149 3.034 0.519
H 1.557 -4.732 3.246 0.321
H -0.310 -1.542 2.319 -0.097
H 0.626 -2.318 3.613 0.202
H -0.992 -2.894 3.226 0.798
H 4.410 -1.046 0.453 0.104
H 5.153 -2.488 1.176 0.387
H 5.167 -0.953 2.044 0.620
H 2.515 0.105 1.663 -0.164
H 3.378 -0.067 3.192 0.679
H 1.714 -0.630 3.054 0.206
H 3.976 -3.722 3.106 0.295
H 2.657 -2.920 3.959 0.350
H 4.269 -2.211 3.964 0.528
```

---

# 3
Density functional theory data (the ωB97M-V functional and the def2-TZVPD basis) for C12H30Al2BrCl4F4Li2MgNNaO5 as an isolated structure at a distorted geometry.

Output
- multiplicity = 1
- orbital gap (Eh) = 0.0765
- charge = +1

Structure (XYZ):
```
63
Properties=species:S:1:pos:R:3:nbo_charge:R:1
C 2.409 -2.692 3.623 -0.617
C 1.309 -1.570 3.357 -0.426
C 1.404 -0.380 4.343 -0.223
N 2.608 0.469 4.227 -1.122
Al 2.845 1.173 2.510 1.562
C 4.543 2.322 2.331 -0.969
C 5.541 1.575 1.418 -0.131
O 5.525 0.172 1.747 -0.508
C 5.653 -0.683 0.716 0.607
O 5.083 -0.606 -0.345 -0.563
C 1.197 2.190 1.922 -0.947
C 0.664 1.401 0.768 -0.059
O -0.580 1.821 0.290 -0.451
C -0.981 0.957 -0.771 -0.084
C -2.261 0.220 -0.480 -0.561
H 2.055 -3.620 3.178 0.228
H 3.361 -2.401 3.120 0.109
H 2.597 -2.811 4.681 0.251
H 1.280 -1.253 2.278 0.167
H 0.349 -2.057 3.524 0.233
H 1.353 -0.794 5.352 0.191
H 0.500 0.214 4.214 0.202
H 3.380 -0.153 4.460 0.343
H 2.956 -0.056 1.502 -0.569
H 5.019 2.401 3.305 0.255
H 4.275 3.289 1.908 0.233
H 5.226 1.810 0.356 0.027
H 6.538 2.022 1.596 0.158
H 6.315 -1.543 0.896 0.158
H 1.519 3.187 1.617 0.251
H 0.467 2.259 2.726 0.238
H 0.545 0.351 1.096 0.164
H 1.424 1.376 -0.029 0.151
H -1.083 1.575 -1.661 0.212
H -0.219 0.191 -0.935 0.192
H -2.585 -0.261 -1.409 0.291
H -2.097 -0.500 0.314 0.205
H -3.108 0.981 -0.148 0.231
Mg 3.987 2.823 -1.090 0.880
F -3.659 -2.593 -4.906 -0.777
Al -2.494 -3.166 -3.833 2.162
F -1.252 -3.957 -4.692 -0.788
F -3.199 -4.238 -2.734 -0.782
F -1.822 -1.833 -2.966 -0.800
Na 3.130 -1.942 1.446 0.950
O -2.490 -5.044 -7.044 -0.982
H -2.056 -4.411 -7.625 0.473
H -2.022 -4.944 -6.202 0.499
Cl 1.334 4.355 -0.659 -0.606
Li 7.378 1.950 -0.504 0.925
Br -3.438 1.754 1.540 -0.529
Li -5.194 2.217 3.171 0.930
C -7.982 5.171 5.052 -0.267
Cl -9.358 5.024 3.977 0.066
Cl -6.754 3.924 4.668 -0.091
Cl -7.269 6.768 4.965 0.066
H -8.312 4.992 6.067 0.242
C -4.066 -2.576 -9.462 -0.247
O -3.069 -3.587 -9.375 -0.743
H -3.632 -1.718 -9.970 0.172
H -4.926 -2.933 -10.036 0.157
H -4.393 -2.275 -8.464 0.179
H -3.467 -4.339 -8.922 0.483
```